# 1
The following is a DFT calculation (ωB97M-V/def2-TZVPD) of a 2-piece molecular cluster, C42H42N2O4S2 overall at a distorted geometry.

Results
SMILES = O=S(=O)(C(=Cc1ccccc1)S(=O)(=O)c1ccccc1)c1ccccc1.C=C1N(c2c(C)cc(C)cc2C)C=CN1c1c(C)cc(C)cc1C
LUMO level = -0.68 eV
electronic energy = -2832.40461 hartree
maximum force = 0.042 Eh/bohr
molar mass = 702.94 g mol⁻¹

Geometry as XYZ:
```
92
Properties=species:S:1:pos:R:3:mulliken_charge:R:1
O -3.80 -1.11 -1.47 -0.653
S -5.03 -0.84 -0.76 1.500
O -5.98 -1.90 -0.45 -0.686
C -4.66 0.05 0.77 -0.562
C -3.42 -0.05 1.33 -0.428
C -2.63 -1.25 1.27 1.035
C -3.21 -2.53 1.03 -0.288
C -2.39 -3.64 0.87 -0.582
C -1.00 -3.53 1.00 -0.744
C -0.43 -2.29 1.33 -0.336
C -1.24 -1.17 1.49 -0.714
S -5.84 1.30 1.20 1.689
O -7.14 0.85 0.74 -0.643
O -5.33 2.59 0.78 -0.692
C -5.99 1.36 2.98 0.123
C -6.94 0.57 3.64 -0.413
C -7.06 0.67 5.03 -0.611
C -6.24 1.55 5.75 -0.328
C -5.31 2.35 5.08 -0.695
C -5.20 2.27 3.69 -0.179
C -5.92 0.35 -1.78 -0.068
C -7.21 0.06 -2.22 -0.249
C -7.86 0.97 -3.05 -0.574
C -7.21 2.14 -3.45 -0.450
C -5.91 2.41 -3.02 -0.608
C -5.24 1.50 -2.20 -0.266
H -3.06 0.78 1.93 0.471
H -4.29 -2.66 1.02 0.339
H -2.85 -4.61 0.65 0.397
H -0.36 -4.40 0.87 0.396
H 0.65 -2.20 1.48 0.487
H -0.81 -0.20 1.76 0.460
H -7.58 -0.09 3.07 0.424
H -7.81 0.06 5.55 0.364
H -6.33 1.61 6.84 0.368
H -4.69 3.07 5.62 0.366
H -4.50 2.91 3.15 0.410
H -7.68 -0.87 -1.91 0.421
H -8.88 0.75 -3.37 0.375
H -7.72 2.84 -4.10 0.372
H -5.39 3.32 -3.32 0.370
H -4.21 1.67 -1.88 0.385
C 2.79 -1.07 -0.36 -2.522
C 4.11 -0.71 -0.19 1.279
N 4.58 0.30 0.62 0.569
C 3.77 1.35 1.15 -0.402
C 3.85 1.68 2.52 0.885
C 4.77 0.99 3.48 -1.929
C 3.00 2.67 3.02 -0.686
C 2.11 3.35 2.19 0.890
C 1.23 4.41 2.74 -1.558
C 2.09 3.04 0.83 -1.349
C 2.97 2.10 0.28 1.374
C 3.03 1.97 -1.21 -1.133
C 5.96 0.38 0.49 -0.399
C 6.34 -0.54 -0.41 -1.225
N 5.22 -1.20 -0.87 0.516
C 5.14 -1.86 -2.13 -0.009
C 5.47 -1.15 -3.31 1.345
C 6.04 0.23 -3.29 -1.280
C 5.17 -1.74 -4.54 -1.082
C 4.61 -3.02 -4.62 0.523
C 4.22 -3.59 -5.95 -1.447
C 4.41 -3.74 -3.44 -1.040
C 4.69 -3.18 -2.19 0.621
C 4.51 -3.99 -0.95 -1.199
H 2.59 -1.90 -1.02 0.489
H 2.06 -0.58 0.28 0.367
H 5.36 0.19 3.03 0.386
H 5.45 1.72 3.94 0.357
H 4.17 0.57 4.31 0.406
H 3.03 2.91 4.09 0.409
H 0.58 4.81 1.96 0.343
H 0.60 4.02 3.55 0.354
H 1.82 5.23 3.15 0.331
H 1.39 3.56 0.17 0.276
H 2.30 2.66 -1.67 0.448
H 4.02 2.22 -1.62 0.112
H 2.75 0.96 -1.55 0.368
H 6.52 1.14 1.02 0.619
H 7.32 -0.81 -0.79 0.696
H 6.19 0.55 -4.33 0.418
H 5.35 0.96 -2.83 0.039
H 7.01 0.29 -2.79 0.328
H 5.37 -1.18 -5.46 0.342
H 3.78 -4.58 -5.81 0.352
H 3.48 -2.95 -6.45 0.328
H 5.08 -3.69 -6.61 0.333
H 4.00 -4.75 -3.49 0.244
H 4.16 -4.99 -1.24 0.412
H 5.46 -4.13 -0.42 0.281
H 3.78 -3.55 -0.27 0.236
```

# 2
The following is a DFT calculation (ωB97M-V/def2-TZVPD) of C42H42O2P2Tc as an isolated structure at a distorted geometry.

Results
LUMO level (alpha / beta) = -7.23 / -7.79 eV
multiplicity = 4
electronic energy = -2538.92368 hartree
expectation value of S² = 3.78
net charge = +2
maximum force = 0.093 Eh/bohr
molar mass = 738.74 g mol⁻¹

Geometry as XYZ:
```
89
Properties=species:S:1:pos:R:3:mulliken_charge:R:1
Tc 0.11 0.47 4.18 0.019
C -1.91 0.24 4.99 -0.501
C -1.75 -0.52 3.78 0.136
C -2.53 -0.06 2.55 0.141
C -1.86 1.11 1.84 -0.821
C -0.54 1.53 2.46 -0.549
C -0.59 2.37 3.62 0.042
C -1.93 2.70 4.26 -1.021
C -2.65 1.55 5.00 -1.029
C 1.81 -0.15 3.23 -1.077
H -1.99 -0.34 5.92 0.662
H -1.66 -1.61 3.85 0.710
H -3.56 0.21 2.82 0.555
H -2.61 -0.92 1.89 -1.049
H -1.69 0.88 0.78 0.406
H -2.56 1.96 1.83 0.394
H 0.28 1.68 1.74 0.816
H 0.16 3.17 3.70 0.478
H -2.61 3.11 3.50 0.405
H -1.77 3.52 4.98 0.420
H -2.80 1.84 6.05 0.443
H -3.66 1.44 4.60 0.406
H 2.31 -0.96 3.78 0.357
H 2.53 0.68 3.22 0.415
H 1.66 -0.49 2.19 0.287
P -0.22 -1.90 -3.90 0.407
P 1.60 0.45 -4.35 0.333
C -0.99 -0.40 -4.55 -0.538
C -0.15 0.65 -4.80 -0.764
C -0.83 -3.15 -5.12 0.491
C -1.94 -2.92 -5.94 0.019
C -2.32 -3.87 -6.89 -0.683
C -1.60 -5.06 -7.01 -0.453
C -0.48 -5.29 -6.20 -0.609
C -0.09 -4.34 -5.26 -0.378
C -1.18 -2.23 -2.38 0.696
C -0.83 -1.44 -1.27 -0.367
C -1.42 -1.68 -0.04 -0.627
C -2.51 -2.57 0.06 -0.673
C -2.88 -3.32 -1.05 -1.030
C -2.18 -3.20 -2.25 -0.519
C 2.40 1.01 -5.93 0.386
C 2.27 0.19 -7.08 -0.235
C 2.82 0.59 -8.30 -0.709
C 3.49 1.82 -8.40 -0.407
C 3.61 2.65 -7.27 -0.678
C 3.09 2.23 -6.04 -0.288
C 1.82 1.88 -3.25 0.444
C 3.02 1.98 -2.53 -0.345
C 3.28 3.09 -1.72 -0.722
C 2.33 4.11 -1.62 -0.499
C 1.12 4.00 -2.30 -0.763
C 0.85 2.88 -3.09 -0.090
H -2.06 -0.37 -4.72 0.694
H -0.45 1.58 -5.29 0.830
H -2.51 -1.99 -5.85 0.214
H -3.19 -3.68 -7.52 0.398
H -1.91 -5.81 -7.74 0.395
H 0.09 -6.22 -6.31 0.391
H 0.79 -4.50 -4.63 0.410
H -0.10 -0.64 -1.36 0.361
H -1.01 -1.18 0.84 0.728
H -3.06 -2.66 1.00 0.349
H -3.72 -4.01 -0.97 0.383
H -2.42 -3.85 -3.10 0.384
H 1.72 -0.75 -7.01 0.381
H 2.73 -0.05 -9.17 0.388
H 3.90 2.15 -9.36 0.383
H 4.11 3.62 -7.35 0.388
H 3.20 2.87 -5.16 0.295
H 3.75 1.17 -2.60 0.430
H 4.22 3.15 -1.18 0.466
H 2.53 4.98 -1.00 0.450
H 0.37 4.79 -2.23 0.433
H -0.12 2.79 -3.58 0.369
O 0.58 -0.73 5.91 -0.782
C 0.77 0.29 6.67 1.501
O 0.79 1.45 6.13 -0.736
C 0.80 0.08 8.15 0.244
C 0.90 1.16 9.03 -0.290
C 0.86 0.94 10.41 -0.591
C 0.73 -0.36 10.92 -0.355
C 0.68 -1.44 10.04 -0.581
C 0.73 -1.22 8.65 -0.331
H 1.02 2.16 8.60 0.403
H 0.96 1.79 11.10 0.378
H 0.69 -0.55 12.00 0.399
H 0.63 -2.46 10.42 0.386
H 0.74 -2.07 7.97 0.390
```

# 3
The following is a DFT calculation (ωB97M-V/def2-TZVPD) of C42H43AlBCl3FN5O6S as an isolated structure.

Results
LUMO level = -5.24 eV
electronic energy = -4497.21403 hartree
net charge = +2
maximum force = 0.010 Eh/bohr
molar mass = 909.05 g mol⁻¹

Geometry as XYZ:
```
103
Properties=species:S:1:pos:R:3:mulliken_charge:R:1
Al -0.35 -0.51 -0.30 -1.227
C -3.18 -5.12 -5.45 -0.996
C -2.70 -5.66 -4.12 -1.026
N -1.85 -4.68 -3.39 0.176
C -2.43 -3.86 -2.52 -0.272
C -1.78 -2.88 -1.82 -0.429
C -2.63 -2.08 -0.85 0.638
O -3.80 -2.35 -0.74 -0.692
O -2.00 -1.14 -0.20 -0.061
C -0.40 -2.70 -2.03 1.854
O 0.32 -1.82 -1.44 -0.666
C 0.24 -3.57 -2.99 0.770
C 1.61 -3.44 -3.26 -0.641
C 2.21 -4.26 -4.16 0.477
F 3.53 -4.16 -4.37 -0.345
C 1.49 -5.23 -4.88 -1.357
C 0.14 -5.36 -4.62 -0.912
C -0.49 -4.55 -3.66 0.234
N 2.09 -6.05 -5.86 0.282
C 3.31 -5.64 -6.54 -0.643
C 3.34 -6.27 -7.92 -0.955
N 3.25 -7.77 -7.80 -0.157
C 2.01 -8.19 -7.03 -0.700
C 2.02 -7.49 -5.69 -0.613
H -3.80 -5.87 -5.95 0.381
H -2.34 -4.88 -6.11 0.322
H -3.78 -4.22 -5.31 0.345
H -2.14 -6.59 -4.22 0.450
H -3.53 -5.89 -3.45 0.492
H -3.49 -4.00 -2.34 0.628
H 2.20 -2.69 -2.74 0.680
H -0.43 -6.07 -5.20 0.713
H 4.21 -5.92 -5.99 0.432
H 3.33 -4.56 -6.67 0.486
H 4.27 -6.04 -8.45 0.434
H 2.49 -5.96 -8.53 0.370
H 4.08 -8.12 -7.31 0.398
H 3.26 -8.21 -8.72 0.352
H 2.02 -9.27 -6.94 0.396
H 1.17 -7.87 -7.64 0.370
H 2.88 -7.86 -5.10 0.222
H 1.12 -7.78 -5.15 0.463
C -0.04 6.80 -5.71 -2.140
C -0.90 6.25 -4.58 2.191
C -0.97 7.31 -3.47 -1.593
C -2.31 5.99 -5.12 -1.546
C -0.34 4.94 -4.00 0.211
C 0.77 4.30 -4.55 -0.201
C 1.28 3.10 -4.05 -1.758
C 0.63 2.57 -2.97 0.886
O 0.89 1.39 -2.27 -0.420
B -0.09 1.33 -1.28 0.787
O -0.93 2.43 -1.35 -0.298
C -0.47 3.19 -2.41 0.370
C -0.98 4.36 -2.90 -0.992
H -0.45 7.75 -6.04 0.428
H -0.02 6.13 -6.57 0.420
H 0.99 6.98 -5.39 0.452
H -1.30 8.26 -3.88 0.455
H 0.01 7.46 -3.00 0.367
H -1.68 7.03 -2.68 0.318
H -2.75 6.92 -5.48 0.425
H -2.97 5.59 -4.35 0.329
H -2.29 5.28 -5.95 0.366
H 1.27 4.75 -5.40 0.473
H 2.15 2.63 -4.48 0.467
H -1.85 4.81 -2.44 0.510
Cl -4.33 -5.22 2.90 -0.215
C -3.46 -3.89 3.60 0.374
C -3.51 -2.65 3.01 -1.094
C -2.80 -1.60 3.57 0.052
C -2.03 -1.78 4.72 -0.466
C -1.18 -0.66 5.28 -0.498
C 0.31 -0.96 4.99 -1.261
N 0.47 -1.27 3.56 0.325
C 0.72 -2.53 3.03 -0.644
C 0.64 -2.41 1.69 -0.661
N 0.36 -1.08 1.38 0.515
C 0.25 -0.44 2.54 -0.440
O -1.55 0.56 4.66 0.102
C -1.28 1.72 5.46 -0.968
C -1.90 2.90 4.81 0.245
C -3.11 3.42 5.16 0.552
Cl -4.14 2.87 6.41 -0.202
S -3.57 4.73 4.18 -0.162
C -2.13 4.62 3.26 -0.450
C -1.34 3.61 3.70 -0.801
C -2.03 -3.04 5.30 0.747
Cl -1.12 -3.34 6.76 -0.191
C -2.73 -4.10 4.76 -0.768
H -4.09 -2.50 2.11 0.512
H -2.84 -0.62 3.12 0.590
H -1.31 -0.59 6.36 0.792
H 0.62 -1.84 5.54 0.489
H 0.95 -0.14 5.26 0.420
H 0.92 -3.38 3.67 0.455
H 0.78 -3.16 0.93 0.605
H 0.00 0.60 2.66 0.707
H -0.20 1.87 5.57 0.288
H -1.69 1.56 6.46 0.531
H -1.94 5.31 2.46 0.463
H -0.37 3.38 3.27 0.396
H -2.71 -5.07 5.23 0.482
```

# 4
The following is a DFT calculation (ωB97M-V/def2-TZVPD) of C42H43BCdF5N4O5S as an isolated structure.

Results
LUMO level (alpha / beta) = 2.42 / 2.04 eV
electronic energy = -3311.84734 hartree
net charge = -1
maximum force = 0.014 Eh/bohr
molar mass = 934.11 g mol⁻¹

Geometry as XYZ:
```
102
Properties=species:S:1:pos:R:3:mulliken_charge:R:1
Cd -0.61 -1.00 0.13 0.080
C 4.61 0.36 -0.29 -0.196
O 4.13 -0.80 -1.01 -0.521
C 2.77 -0.66 -1.02 -0.326
N 2.25 0.27 -0.36 0.029
C 3.36 0.92 0.37 0.963
C 3.15 2.42 0.39 -0.560
C 3.84 3.27 -0.44 -0.453
C 3.50 4.60 -0.64 -1.946
C 2.35 5.20 0.05 -0.123
C 1.51 4.32 0.93 -0.330
C 1.99 2.90 1.21 0.654
C 2.02 -1.62 -1.85 0.973
C 2.68 -2.46 -2.71 -0.815
C 1.90 -3.31 -3.55 -0.455
C 0.54 -3.24 -3.48 -1.154
C -0.07 -2.35 -2.56 0.180
N 0.69 -1.55 -1.71 0.042
C -1.46 -2.24 -2.41 -0.041
N -2.06 -1.52 -1.48 0.442
C -3.49 -1.69 -1.62 -0.372
C -3.62 -2.48 -2.94 -0.581
O -2.28 -2.92 -3.24 -0.494
C -4.29 -0.40 -1.67 0.262
C -3.69 0.81 -1.96 -0.104
C -4.45 1.98 -2.02 -0.341
C -5.82 1.93 -1.80 -0.623
C -6.43 0.71 -1.53 -0.627
C -5.66 -0.45 -1.46 -0.422
H 5.07 1.03 -1.02 0.275
H 5.36 0.03 0.42 0.227
H 3.29 0.57 1.40 -1.053
H 4.66 2.88 -1.04 0.229
H 4.06 5.20 -1.34 0.318
H 1.83 5.99 -0.49 0.588
H -0.23 5.48 1.17 1.190
H 1.16 2.21 0.99 -0.106
H 3.75 -2.45 -2.75 0.479
H 2.38 -3.99 -4.24 0.395
H -0.09 -3.86 -4.11 0.415
H -3.86 -2.29 -0.78 0.477
H -3.96 -1.84 -3.75 0.352
H -4.26 -3.35 -2.86 0.324
H -2.62 0.85 -2.11 0.236
H -3.96 2.92 -2.22 0.333
H -6.41 2.84 -1.84 0.414
H -7.50 0.66 -1.36 0.377
H -6.14 -1.39 -1.23 0.403
C -2.08 4.67 -0.30 -1.445
C -0.80 3.86 -0.13 2.113
C -0.04 3.79 -1.45 -1.655
C 0.02 4.41 1.07 -0.162
C 2.35 5.40 1.56 -0.242
C 3.48 4.98 2.43 -1.635
C 3.38 3.79 3.02 -0.695
C 2.18 2.90 2.74 2.660
C 2.94 1.16 4.38 0.631
C 2.03 1.42 5.57 -1.475
C 3.20 -0.33 4.21 -1.409
C -0.36 3.73 2.46 -0.350
N -1.21 2.56 2.32 0.554
C -2.60 2.68 2.48 0.465
C -3.28 3.67 3.19 -0.404
C -4.67 3.66 3.31 -0.982
C -5.42 2.65 2.72 -0.606
C -4.76 1.67 1.99 -0.963
C -3.39 1.72 1.87 0.238
F -2.79 0.82 1.07 0.101
H -2.63 4.36 -1.20 0.257
H -1.85 5.74 -0.41 0.453
H -2.76 4.56 0.55 0.189
H -1.09 2.84 0.13 -0.992
H 0.20 4.78 -1.84 0.301
H -0.66 3.29 -2.20 0.485
H 0.89 3.22 -1.37 0.215
H 1.82 6.29 1.88 0.432
H 4.34 5.61 2.55 0.344
H 4.19 3.41 3.64 0.329
H 3.89 1.66 4.56 0.108
H 1.03 1.04 5.39 0.203
H 1.97 2.48 5.82 0.342
H 2.44 0.91 6.44 0.521
H 2.28 -0.84 3.92 0.272
H 3.57 -0.77 5.14 0.485
H 3.94 -0.50 3.43 0.236
H -2.74 4.48 3.67 0.452
H -5.15 4.45 3.87 0.398
H -6.49 2.63 2.83 0.425
H -5.29 0.87 1.49 0.388
F -0.32 -4.82 1.91 -0.321
B -0.29 -3.45 1.77 -0.067
F 0.74 -3.01 0.89 -0.290
F -1.50 -2.99 1.12 -0.367
F -0.16 -2.78 2.98 -0.347
C 0.88 3.53 3.36 -2.662
S -0.52 0.98 2.76 0.313
O 2.40 1.55 3.12 1.180
O -1.68 0.20 3.17 -0.732
O -0.05 0.56 1.36 1.162
H 0.57 2.95 4.22 0.540
H -0.94 4.47 3.00 0.344
H 1.14 4.52 3.71 0.648
```

# 5
The following is a DFT calculation (ωB97M-V/def2-TZVPD) of C42H43FN6O3PbSSb as an isolated structure.

Results
LUMO level = -3.17 eV
electronic energy = -3111.51436 hartree
net charge = +1
maximum force = 0.016 Eh/bohr
molar mass = 1059.87 g mol⁻¹

Geometry as XYZ:
```
98
Properties=species:S:1:pos:R:3:mulliken_charge:R:1
Pb -0.09 -0.75 -1.23 1.449
O 3.84 -5.02 2.91 -0.718
C 2.66 -5.41 2.77 0.485
O 1.95 -6.27 3.32 -0.709
C 1.91 -4.51 1.75 -0.433
C 2.52 -4.13 0.56 -0.956
C 1.86 -3.27 -0.29 0.593
N 0.74 -2.63 0.09 0.104
C 0.17 -2.94 1.28 0.560
C 0.68 -3.96 2.06 -0.614
C -1.07 -2.21 1.70 0.165
C -1.49 -2.23 3.02 -0.465
C -2.70 -1.65 3.35 -0.846
C -3.46 -1.06 2.35 -0.725
C -2.95 -1.04 1.07 -0.472
N -1.77 -1.58 0.75 -0.209
C 2.37 -3.01 -1.68 0.403
C 3.46 -3.70 -2.20 -0.483
C 3.89 -3.43 -3.48 -0.764
C 3.23 -2.47 -4.23 -0.975
C 2.15 -1.83 -3.66 -0.336
N 1.72 -2.10 -2.42 0.558
H 3.52 -4.50 0.36 0.388
H 0.14 -4.33 2.93 0.793
H -0.87 -2.69 3.78 0.475
H -3.05 -1.66 4.37 0.455
H -4.44 -0.63 2.56 0.464
H -3.50 -0.58 0.25 0.591
H 3.95 -4.46 -1.61 0.426
H 4.74 -3.96 -3.89 0.445
H 3.54 -2.21 -5.24 0.479
H 1.59 -1.08 -4.20 0.480
C -2.80 2.04 4.49 -0.539
C -1.86 3.11 3.96 -0.963
N -1.78 3.17 2.48 0.122
C -2.61 4.19 1.83 -0.752
C -4.06 3.77 1.62 -0.951
C -0.99 2.28 1.86 0.154
S -0.68 2.26 0.07 0.592
N -0.35 1.41 2.61 0.117
C 0.62 0.53 2.19 -1.072
O 1.05 0.45 1.02 0.009
C 1.16 -0.39 3.23 0.568
C 0.65 -0.40 4.53 0.041
C 1.13 -1.32 5.45 -0.849
C 2.12 -2.23 5.08 -0.582
C 2.64 -2.21 3.79 -0.901
C 2.16 -1.29 2.87 -0.238
H -2.72 1.98 5.58 0.382
H -2.53 1.07 4.07 -0.224
H -3.85 2.25 4.24 0.358
H -0.86 2.93 4.34 0.550
H -2.18 4.10 4.29 0.414
H -2.16 4.46 0.89 0.415
H -2.57 5.08 2.46 0.476
H -4.11 2.81 1.10 0.101
H -4.59 4.52 1.03 0.409
H -4.58 3.67 2.58 0.396
H -0.12 0.31 4.81 0.409
H 0.74 -1.34 6.46 0.434
H 2.48 -2.96 5.79 0.483
H 3.39 -2.94 3.50 0.780
H 2.54 -1.27 1.86 0.316
C 2.95 1.98 -3.58 -1.319
Sb 2.49 1.14 -1.65 0.622
C 4.36 0.17 -1.33 -1.264
C 2.93 2.90 -0.53 -1.270
H 3.88 2.55 -3.51 0.433
H 2.14 2.64 -3.89 0.383
H 3.07 1.19 -4.32 0.341
H 5.17 0.88 -1.53 0.520
H 4.46 -0.70 -1.99 0.296
H 4.42 -0.17 -0.29 0.386
H 3.94 3.23 -0.78 0.554
H 2.86 2.66 0.53 0.356
H 2.21 3.69 -0.77 0.296
C -1.37 -0.99 -6.60 -0.289
C -1.35 -2.16 -5.87 -0.730
C -1.19 -2.08 -4.50 -0.265
N -1.06 -0.91 -3.85 0.046
C -1.10 0.22 -4.57 -0.227
C -1.24 0.23 -5.95 -0.824
H -1.48 -1.02 -7.68 0.417
H -1.46 -3.13 -6.35 0.444
H -1.17 -2.98 -3.88 0.403
H -1.00 1.15 -4.01 0.451
H -1.26 1.17 -6.48 0.445
F -4.33 4.47 -3.94 -0.327
C -3.55 4.00 -2.96 0.248
C -3.92 2.84 -2.31 -0.861
C -3.09 2.35 -1.32 -0.373
C -1.92 3.03 -0.97 0.618
C -1.57 4.19 -1.65 -0.532
C -2.39 4.69 -2.65 -0.793
H -4.83 2.33 -2.60 0.507
H -3.34 1.43 -0.81 0.228
H -0.65 4.72 -1.39 0.540
H -2.14 5.59 -3.20 0.476
```

- Which of these has the lowest molar mass?
  C42H42N2O4S2

- The lowest molar mass belongs to which entry?
  C42H42N2O4S2

- Among the records above, which one has the lowest molar mass?
  C42H42N2O4S2

- Among the records above, which one has the lowest electronic energy?
  C42H43AlBCl3FN5O6S